Record 1
43
Properties=species:S:1:pos:R:3 method="wB97M-V/def2-TZVPD" homo_lumo_gap_ha="0.184 / 0.137" e_homo_ha="-0.52346 / -0.47768" total_charge=+2 s_squared=12.051 spin_multiplicity=7
I 1.71 -1.90 -1.13
I -1.61 -1.95 1.02
Eu -0.06 2.69 -0.19
P 1.26 0.83 1.90
C 1.64 -0.78 2.69
C 3.01 1.39 1.86
H 3.43 1.44 2.86
H 1.42 1.61 4.27
H 3.03 2.38 1.38
H 0.28 2.59 3.25
H 2.20 -1.41 2.00
H 3.59 0.69 1.25
C 0.64 1.57 3.49
H 2.23 -0.64 3.60
H -0.22 0.98 3.86
H 0.72 -1.31 2.93
P -1.21 0.50 -2.05
C -1.61 -1.20 -2.56
C -2.98 1.10 -2.15
H -0.17 2.02 -3.59
H -1.28 0.91 -4.43
H 0.31 0.35 -3.89
C -0.53 0.99 -3.65
H -2.99 2.16 -1.85
H -3.38 0.99 -3.17
H -2.12 -1.19 -3.52
H -2.22 -1.71 -1.82
H -3.61 0.52 -1.44
H -0.69 -1.77 -2.65
Cl 0.13 5.18 -0.48
N 0.62 -3.24 0.18
C -0.36 -3.93 0.52
C -0.45 -5.36 0.71
C 0.41 -5.93 1.65
C 0.57 -7.32 1.60
C -0.25 -8.08 0.74
C -1.15 -7.46 -0.14
C -1.34 -6.07 -0.09
H 0.91 -5.25 2.35
H 1.17 -7.76 2.37
H -0.20 -9.17 0.82
H -1.84 -8.06 -0.71
H -2.13 -5.53 -0.67

Record 2
42
Properties=species:S:1:pos:R:3 method="wB97M-V/def2-TZVPD" homo_lumo_gap_ha="0.322 / 0.190" e_homo_ha="-0.70885 / -0.70928" total_charge=+3 e_above_lowest_ev=0.8567 s_squared=6.039 spin_multiplicity=5
C 0.36 -1.58 -1.45
I 0.81 2.99 -1.20
H -0.51 -2.21 -1.71
H 0.81 -2.05 -0.56
H 1.07 -1.58 -2.28
Os -0.36 0.26 -0.76
P -0.28 0.67 -3.14
C 1.33 1.10 -3.91
C -0.83 -0.75 -4.16
H -2.36 1.88 -3.19
H -1.49 1.99 -4.76
H -0.97 2.99 -3.36
C -1.38 2.02 -3.67
H -1.79 -1.12 -3.77
H -0.96 -0.42 -5.20
H 1.22 1.16 -5.00
H 2.09 0.35 -3.65
H -0.09 -1.55 -4.12
H 1.67 2.07 -3.52
C 1.52 0.31 -0.66
O 2.69 0.24 -0.67
Cl -2.69 -0.02 -1.15
C -1.67 -1.67 1.67
P -0.74 -0.12 1.45
C -1.81 1.26 1.93
C 0.45 -0.23 2.87
C -0.05 -0.17 4.19
C 0.79 -0.39 5.28
C 2.16 -0.64 5.08
C 2.67 -0.65 3.78
C 1.82 -0.45 2.67
H -2.44 -1.73 0.90
H -2.11 -1.71 2.67
H -0.95 -2.48 1.55
H -2.29 1.04 2.89
H -1.19 2.16 2.01
H -2.57 1.41 1.15
H -1.10 0.04 4.35
H 0.38 -0.36 6.29
H 2.82 -0.77 5.93
H 3.73 -0.81 3.60
H 2.23 -0.45 1.66

Record 3
47
Properties=species:S:1:pos:R:3 method="wB97M-V/def2-TZVPD" homo_lumo_gap_ha="0.264 / 0.160" e_homo_ha="-0.72094 / -0.72326" total_charge=+3 e_above_lowest_ev=0.0000 s_squared=6.033 spin_multiplicity=5
Os 0.07 -0.03 -0.19
P -2.11 0.20 -0.54
C -2.05 0.48 -2.36
C -0.81 1.27 -2.77
N 0.26 1.00 -2.02
C 1.47 1.43 -2.40
C 1.59 2.23 -3.54
C 0.48 2.49 -4.34
C -0.74 1.98 -3.97
C 2.65 1.01 -1.53
P 2.20 -0.39 -0.46
H -1.65 2.11 -4.54
H 2.60 2.59 -3.78
H 0.59 3.07 -5.24
H 3.52 0.76 -2.16
H 2.94 1.87 -0.89
H -1.91 -0.54 -2.87
H -2.98 0.91 -2.76
H -1.27 -2.34 -2.82
O -1.42 -1.87 -3.70
H -2.31 -2.06 -4.00
H -0.18 -2.09 -1.05
O -0.67 -2.90 -1.42
H 0.00 -3.46 -1.75
C 2.80 -1.82 -1.48
H 3.81 -1.60 -1.87
H 2.82 -2.72 -0.84
H 2.10 -1.97 -2.32
C 3.33 -0.35 0.97
H 3.16 -1.27 1.56
H 4.38 -0.29 0.65
H 3.08 0.52 1.58
C -2.92 1.57 0.28
H -3.89 1.79 -0.16
H -3.05 1.30 1.33
H -2.29 2.46 0.23
C -3.28 -1.17 -0.32
H -3.44 -1.26 0.76
H -4.24 -0.97 -0.82
H -2.86 -2.11 -0.70
F -0.19 0.91 4.64
C -0.15 0.51 3.34
F 0.92 -0.32 3.19
F -1.27 -0.25 3.11
C -0.13 1.68 2.35
O -0.54 2.75 2.75
O 0.34 1.47 1.16

no.,F_max (eV/Å)
1,4.13
2,6.33
3,5.93